{
  "formula": "C18H36IrN3O4SSb2",
  "method": "ωB97M-V/def2-TZVPD",
  "charge": 3,
  "orbital_gap_ev": [6.44, 6.41],
  "homo_ev": [-16.5, -16.6],
  "spin_multiplicity": 2,
  "lumo_energy_ev": [-10.052, -10.145],
  "e_above_lowest_kj_mol": 33.53,
  "elements": ["Ir", "N", "C", "C", "C", "N", "C", "C", "N", "C", "H", "H", "H", "H", "H", "H", "H", "H", "H", "H", "H", "H", "H", "H", "H", "H", "C", "Sb", "C", "C", "C", "C", "C", "C", "C", "C", "C", "Sb", "C", "C", "H", "H", "H", "H", "H", "H", "H", "H", "H", "H", "H", "H", "H", "H", "H", "H", "H", "H", "H", "H", "O", "S", "O", "O", "O"],
  "xyz": [[-0.038, -0.619, 1.362], [1.386, 3.281, 2.378], [1.118, 1.821, 2.680], [2.432, 1.054, 2.826], [2.243, -0.397, 3.306], [1.775, -1.299, 2.199], [1.305, -0.472, 4.511], [-0.005, 0.291, 4.335], [-0.854, -0.387, 3.319], [0.239, 1.740, 3.919], [1.969, 3.396, 1.545], [1.849, 3.755, 3.160], [0.507, 3.773, 2.186], [0.569, 1.508, 1.779], [3.059, 1.549, 3.575], [2.991, 1.070, 1.886], [3.225, -0.756, 3.620], [1.734, -2.250, 2.561], [2.501, -1.321, 1.485], [1.827, -0.056, 5.375], [1.105, -1.516, 4.769], [-0.541, 0.301, 5.286], [-1.723, 0.131, 3.172], [-1.123, -1.301, 3.675], [0.725, 2.246, 4.759], [-0.716, 2.245, 3.744], [-0.963, 3.575, -3.076], [0.690, 2.621, -2.142], [1.388, 4.380, -1.146], [1.814, -2.046, -3.796], [0.520, -1.713, -4.023], [0.249, -0.837, -5.144], [-1.026, -0.546, -5.516], [-2.079, -1.124, -4.788], [-1.865, -1.966, -3.702], [-0.591, -2.270, -3.266], [-0.412, -3.199, -2.129], [-0.912, -2.547, -0.112], [-0.724, -4.440, 0.809], [-2.994, -2.287, -0.296], [-0.654, 4.570, -3.395], [-1.767, 3.658, -2.345], [-1.301, 3.003, -3.935], [1.876, 5.032, -1.872], [2.149, 4.130, -0.403], [0.546, 4.910, -0.704], [2.124, -2.734, -3.022], [2.600, -1.626, -4.412], [1.090, -0.447, -5.703], [-1.231, 0.087, -6.367], [-3.100, -0.921, -5.092], [-2.721, -2.401, -3.204], [0.572, -3.660, -2.090], [-1.146, -4.005, -2.206], [-1.291, -5.170, 0.232], [-1.139, -4.382, 1.814], [0.317, -4.751, 0.858], [-3.466, -3.235, -0.550], [-3.184, -1.529, -1.051], [-3.382, -1.926, 0.655], [-0.313, 2.096, -0.365], [-1.582, 1.195, -0.520], [-2.746, 1.992, -0.681], [-1.265, 0.226, -1.560], [-1.642, 0.503, 0.835]],
  "mulliken_charge": [1.154, 0.092, 0.761, -1.268, -0.021, -0.647, -1.262, -0.022, -0.779, -1.229, 0.191, 0.416, 0.444, -0.391, 0.430, 0.440, 0.401, 0.361, 0.413, 0.474, 0.455, 0.407, 0.322, 0.336, 0.491, 0.514, -1.309, 0.900, -1.288, -1.318, 1.092, -0.424, -0.899, -0.537, -0.398, 1.224, -1.697, 0.687, -1.274, -1.264, 0.469, 0.404, 0.352, 0.444, 0.238, 0.398, 0.238, 0.346, 0.447, 0.506, 0.461, 0.532, 0.635, 0.509, 0.424, 0.418, 0.380, 0.535, 0.298, 0.425, -0.510, 0.810, -0.662, -0.307, -0.773]
}